{"formula": "C10H16", "method": "wB97M-V/def2-TZVPD", "gap_ev": [10.32, 6.62], "spin_multiplicity": 2, "charge": 1, "s2": 0.768, "e_lumo_ev": [-4.36, -8.13], "de_lowest_kcal_mol": 0.6, "species": ["C", "C", "C", "C", "C", "C", "C", "C", "H", "H", "H", "H", "H", "H", "H", "H", "H", "H", "C", "C", "H", "H", "H", "H", "H", "H"], "xyz": [[1.33248, -1.18289, -0.71727], [1.85675, -1.85702, -1.97645], [0.41691, -0.05157, -0.96472], [-0.89083, -0.33262, -1.50633], [0.78035, 1.28044, -0.63137], [-1.78847, 0.66688, -1.70447], [-0.14923, 2.26587, -0.76722], [-1.42928, 1.97631, -1.35243], [0.85693, -1.88483, -0.02426], [2.14479, -0.89716, -0.05838], [1.06232, -2.23362, -2.62707], [-1.20906, -1.34690, -1.69149], [1.77233, 1.48874, -0.24954], [-2.78090, 0.46318, -2.06946], [0.05919, 3.26892, -0.40940], [-2.10430, 2.80716, -1.47589], [2.44278, -2.74118, -1.74223], [2.47162, -1.18102, -2.57231], [0.01337, -0.50440, 2.66722], [-1.23345, 0.33226, 2.98517], [-0.30288, -1.51203, 2.39613], [0.49610, -0.05516, 1.79491], [0.74450, -0.53206, 3.46966], [-0.96462, 1.39213, 3.06061], [-1.62590, 0.12469, 3.97887], [-1.97150, 0.24588, 2.18772]], "atomic_forces_ev_per_a": [[0.3637, -0.1000, 1.0398], [-0.2058, -0.4060, -0.7462], [0.0537, -0.4365, -0.0652], [-0.0867, 0.1247, 0.1356], [-0.2629, 0.0822, -0.1056], [-0.0791, 0.2260, 0.0730], [-0.1316, 0.0057, -0.0305], [0.6365, 0.2838, 0.4757], [-0.6339, -0.3382, -0.4902], [0.4675, 0.5921, -0.2851], [-0.1055, 0.2155, 0.0855], [0.3073, -0.2153, -0.0642], [-0.0826, -0.0813, 0.0681], [-0.1016, -0.0292, -0.1376], [-0.0249, -0.0483, -0.2403], [-0.2607, 0.0031, -0.1106], [0.1710, 0.0976, 0.2808], [-0.0171, 0.0075, 0.1219], [-0.6352, 0.3028, -0.4147], [0.8086, 0.6538, 0.3357], [0.2674, -0.1441, 0.1326], [0.1835, -0.1346, -0.0053], [-0.0659, -0.0565, 0.1027], [0.0377, -0.0317, -0.1965], [-0.3834, -0.4208, -0.2345], [-0.2198, -0.1522, 0.2749]]}